{
  "formula": "C5H11O3",
  "method": "ωB97M-V/def2-TZVPD",
  "homo_energy_ev": -4.5,
  "spin_multiplicity": 1,
  "homo_lumo_gap_ev": 8.44,
  "total_charge": -1,
  "species": ["C", "C", "O", "H", "H", "H", "H", "H", "H", "C", "C", "C", "O", "O", "H", "H", "H", "H", "H"],
  "xyz": [[-2.446, -0.697, 1.203], [-1.952, -2.110, 1.522], [-1.802, -0.132, 0.092], [-3.508, -0.713, 0.949], [-2.324, -0.044, 2.075], [-2.051, -2.323, 2.589], [-0.899, 0.225, 0.329], [-0.904, -2.219, 1.275], [-2.517, -2.847, 0.969], [1.284, 1.064, -1.345], [2.667, 0.750, -1.862], [1.282, 1.580, 0.157], [2.246, 2.254, 0.522], [0.265, 1.238, 0.818], [0.789, 1.887, -1.876], [0.610, 0.214, -1.412], [3.480, 1.108, -1.230], [2.940, 1.097, -2.868], [2.838, -0.333, -1.908]],
  "forces_ev_per_angstrom": [[0.53, 0.36, -0.24], [-0.21, 0.22, 0.42], [-0.20, -0.45, -0.42], [-0.16, -0.09, 0.17], [0.01, -0.05, 0.08], [-0.12, -0.09, 0.02], [-0.22, 0.43, 0.23], [0.24, 0.12, -0.12], [-0.08, -0.31, -0.22], [-0.18, 0.82, 0.87], [1.08, -0.69, -0.58], [-0.14, -0.87, -0.83], [0.24, 0.31, 0.19], [0.04, 0.04, 0.31], [0.20, -0.10, -0.18], [-0.02, -0.12, -0.05], [-0.34, 0.35, 0.30], [-0.48, 0.16, 0.02], [-0.19, -0.04, 0.03]],
  "lowdin_charge": [-0.3538, -0.0977, -0.1345, 0.0944, 0.1040, 0.0578, 0.0174, 0.0669, 0.0516, -0.1750, -0.1440, -0.7058, -0.0478, -0.0843, 0.1013, 0.0835, 0.0567, 0.0530, 0.0564]
}